[1]
ORCA calculation (ωB97M-V/def2-TZVPD) on a cluster of 2 separate species, C7H11N in total.

Computed properties:
frontier orbital gap = 9.662 eV
ΔE to the lowest compared entry with this formula, charge and spin = 4.440 eV
multiplicity = 1
E_LUMO = 0.0383 hartree
E_HOMO = -8.62 eV
molecular weight = 109.17 g mol⁻¹
SMILES = C=C=C(C)CC.C#N

Structure (XYZ):
```
19
Properties=species:S:1:pos:R:3:lowdin_charge:R:1
C 1.374 -2.195 -0.022 0.011
C 0.589 -1.136 -0.080 -0.117
C 0.011 0.030 -0.158 -0.311
C -0.076 0.673 -1.664 -0.024
C -0.836 0.703 0.906 -0.230
C -2.257 0.864 0.398 -0.103
H 0.901 -3.085 -0.253 0.029
H 2.329 -2.061 0.437 0.000
H -0.195 1.714 -1.397 0.057
H 0.934 0.536 -2.133 0.088
H -0.975 0.326 -2.130 0.056
H -0.543 1.710 1.079 0.096
H -0.748 0.335 1.882 0.094
H -2.858 1.239 1.148 0.038
H -2.231 1.271 -0.611 0.056
H -2.723 -0.219 0.197 0.124
C 3.121 0.019 0.619 -0.072
N 2.300 0.758 0.356 0.110
H 3.767 -0.807 1.013 0.099
```


[2]
ORCA calculation (ωB97M-V/def2-TZVPD) on a structure of composition C22H23N3OS2SiW.

Computed properties:
frontier orbital gap = 4.586 eV
ΔE to the lowest compared entry with this formula, charge and spin = 2.219 eV
multiplicity = 1
E_LUMO = -0.3523 hartree
E_HOMO = -14.17 eV
charge = +2
molecular weight = 621.51 g mol⁻¹

Structure (XYZ):
```
53
Properties=species:S:1:pos:R:3:lowdin_charge:R:1
W -0.465 2.460 -1.372 1.530
C -0.989 0.983 2.767 0.023
C -1.332 1.740 1.527 -0.162
N -0.364 2.077 0.700 -0.140
N 0.885 1.804 1.199 -0.040
C 1.834 2.395 0.605 -1.047
S 1.562 3.456 -0.785 0.728
S 3.494 2.276 0.999 1.025
C 3.572 0.627 1.809 -0.342
C 3.831 -0.498 0.821 -0.280
C 2.906 -0.855 -0.162 -0.072
C 3.190 -1.876 -1.061 -0.083
C 4.402 -2.559 -0.984 -0.051
C 5.324 -2.206 -0.013 -0.046
C 5.042 -1.174 0.881 -0.026
C -2.697 2.129 1.295 -0.103
C -3.618 2.184 2.346 0.023
C -4.899 2.643 2.121 -0.006
C -5.297 3.006 0.831 0.010
C -4.411 2.925 -0.229 0.044
C -3.135 2.518 0.050 -0.245
O -2.220 2.468 -0.955 -0.214
H -0.221 0.250 2.553 0.091
H -1.869 0.499 3.174 0.094
H -0.566 1.661 3.517 0.131
H 2.648 0.518 2.375 0.079
H 4.403 0.733 2.505 0.088
H 1.962 -0.337 -0.234 0.071
H 2.462 -2.140 -1.826 0.076
H 4.627 -3.356 -1.685 0.118
H 6.272 -2.730 0.053 0.120
H 5.779 -0.900 1.634 0.124
H -3.317 1.904 3.349 0.129
H -5.598 2.720 2.949 0.134
H -6.305 3.362 0.652 0.136
H -4.696 3.171 -1.243 0.145
N -0.933 4.226 -2.544 -0.033
C -0.430 3.444 -3.272 -0.167
C -2.527 -2.744 -1.608 -0.169
Si -0.716 -2.559 -1.659 0.418
C 0.083 -2.979 -0.066 -0.153
C 0.110 -3.260 -3.120 -0.155
C -0.422 -0.664 -1.779 -0.011
C -0.223 0.558 -1.844 -0.222
H -2.775 -3.814 -1.575 0.062
H -3.008 -2.318 -2.498 0.052
H -2.948 -2.270 -0.717 0.043
H 0.127 -4.074 0.032 0.068
H -0.497 -2.587 0.780 0.046
H 1.109 -2.594 -0.011 0.009
H -0.030 -4.348 -3.142 0.065
H 1.185 -3.053 -3.089 0.029
H -0.299 -2.843 -4.048 0.058
```


[3]
ORCA calculation (ωB97M-V/def2-TZVPD) on a structure of composition C19H20AuF5O2SSb.

Computed properties:
frontier orbital gap (spin up / spin down) = 8.931 / 5.397 eV
<S²> = 2.03
multiplicity = 3
E_LUMO (spin up / spin down) = -0.0931 / -0.2256 hartree
E_HOMO (spin up / spin down) = -11.46 / -11.54 eV
charge = +1
molecular weight = 726.15 g mol⁻¹

Structure (XYZ):
```
49
Properties=species:S:1:pos:R:3:mulliken_spin:R:1
Au -0.612 -0.183 -2.332 0.254
F -0.429 1.379 4.558 0.000
C -0.576 1.508 3.246 0.004
C -1.005 0.437 2.482 -0.003
F -1.266 -0.735 3.059 0.000
C -1.156 0.581 1.114 0.008
F -1.576 -0.502 0.431 0.011
C -0.874 1.769 0.457 0.059
S -1.007 2.054 -1.282 0.531
C -0.439 2.829 1.252 -0.073
F -0.144 3.997 0.684 -0.005
C -0.294 2.716 2.623 -0.004
F 0.123 3.750 3.341 0.001
C 2.621 -0.905 3.780 0.001
C 2.668 -0.852 2.290 0.130
C 2.807 -2.033 1.543 0.022
C 2.852 -2.013 0.171 0.099
C 3.083 -3.241 -0.648 0.003
C 2.643 -0.756 -0.463 0.181
C 2.635 0.474 0.261 0.103
C 2.671 1.781 -0.466 0.015
C 2.598 0.389 1.630 0.021
C 2.461 -0.716 -1.940 -0.031
O 3.607 -0.604 -2.376 0.408
O 1.387 -0.789 -2.571 -0.002
H 3.079 -1.813 4.166 0.002
H 1.580 -0.891 4.111 0.022
H 3.111 -0.038 4.222 0.005
H 2.905 -2.977 2.065 0.004
H 3.110 -4.126 -0.017 0.000
H 4.029 -3.162 -1.186 0.005
H 2.299 -3.370 -1.397 0.006
H 3.594 1.863 -1.041 0.002
H 2.621 2.611 0.235 0.000
H 1.844 1.873 -1.174 0.002
H 2.550 1.296 2.220 0.004
C -3.870 1.181 -3.932 0.010
Sb -3.180 -0.134 -2.438 0.139
C -4.056 -1.998 -2.930 0.050
C -4.297 0.443 -0.749 0.004
H -4.959 1.170 -3.914 0.004
H -3.512 0.863 -4.908 0.000
H -3.509 2.184 -3.717 -0.001
H -5.135 -1.863 -2.974 0.006
H -3.807 -2.726 -2.162 0.001
H -3.686 -2.342 -3.893 0.002
H -5.326 0.559 -1.084 0.002
H -3.921 1.387 -0.362 -0.002
H -4.241 -0.327 0.016 0.001
```


[4]
ORCA calculation (ωB97M-V/def2-TZVPD) on a cluster of 2 separate species, C4H10NO2 in total.

Computed properties:
frontier orbital gap = 7.060 eV
ΔE to the lowest compared entry with this formula, charge and spin = 2.119 eV
multiplicity = 1
E_LUMO = 0.1488 hartree
E_HOMO = -3.01 eV
charge = -1
molecular weight = 104.13 g mol⁻¹

Structure (XYZ):
```
17
Properties=species:S:1:pos:R:3:lowdin_charge:R:1
C 1.678 -0.245 -1.872 -0.157
N 1.318 -1.239 -0.878 -0.120
C 1.771 -0.888 0.450 -0.342
O 1.354 0.381 0.962 -0.126
H 1.093 0.678 -1.744 0.074
H 1.531 -0.629 -2.884 0.061
H 2.733 0.025 -1.763 0.070
H 0.302 -1.252 -0.812 0.073
H 2.865 -0.915 0.453 0.101
H 1.380 -1.650 1.136 0.106
C -3.309 0.985 1.038 -0.106
C -2.233 0.894 0.215 -0.510
O -1.236 0.074 0.261 -0.232
H -3.933 1.866 0.970 -0.014
H -3.559 0.226 1.771 0.004
H -2.181 1.653 -0.592 0.074
H 0.374 0.473 0.757 0.043
```


[5]
ORCA calculation (ωB97M-V/def2-TZVPD) on the molecule C3H7NO2.

Computed properties:
frontier orbital gap = 10.821 eV
ΔE to the lowest compared entry with this formula, charge and spin = 1.328 eV
multiplicity = 1
E_LUMO = 0.0302 hartree
E_HOMO = -10.00 eV
molecular weight = 89.09 g mol⁻¹
SMILES = CC(=O)NCO

Structure (XYZ):
```
13
Properties=species:S:1:pos:R:3:lowdin_charge:R:1
C -0.630 1.108 1.588 0.004
C -0.517 0.530 0.194 -0.477
O -1.516 0.313 -0.439 0.096
N 0.786 0.207 -0.287 0.030
C 0.904 -1.146 -0.819 -0.276
O 0.084 -1.443 -1.935 -0.067
H 0.287 1.046 2.162 0.077
H -1.443 0.570 2.050 0.081
H -0.958 2.140 1.501 0.086
H 1.148 0.824 -1.001 0.129
H 0.704 -1.878 -0.019 0.125
H 1.933 -1.277 -1.151 0.119
H -0.782 -0.995 -1.844 0.072
```


[6]
ORCA calculation (ωB97M-V/def2-TZVPD) on a structure of composition C22H39GeN2O3S3SbSeTi.

Computed properties:
frontier orbital gap = 7.393 eV
ΔE to the lowest compared entry with this formula, charge and spin = 0.907 eV
multiplicity = 1
E_LUMO = -0.0386 hartree
E_HOMO = -8.44 eV
molecular weight = 796.96 g mol⁻¹

Structure (XYZ):
```
73
Properties=species:S:1:pos:R:3:lowdin_charge:R:1
Ti -0.398 0.613 -0.367 0.662
C -0.755 -4.513 -1.912 -0.055
C -0.590 -3.774 -0.588 -0.698
C -1.887 -3.843 0.209 -0.036
C 0.560 -4.378 0.212 -0.029
O -0.327 -2.384 -0.799 -0.385
Ge 0.667 -1.617 -2.122 1.076
O 1.296 -0.256 -0.750 -0.434
C 2.730 -0.204 -0.446 -0.633
C 3.116 -1.530 0.189 -0.020
C 3.470 0.030 -1.756 -0.041
C 3.004 0.948 0.506 -0.016
O -0.635 -0.172 -2.259 -0.483
C -1.412 0.008 -3.474 -0.664
C -2.375 1.163 -3.259 -0.046
C -2.171 -1.281 -3.753 -0.033
C -0.442 0.342 -4.601 -0.032
H -0.999 -5.561 -1.733 0.091
H -1.563 -4.072 -2.498 0.077
H 0.164 -4.482 -2.502 0.068
H -2.145 -4.877 0.445 0.092
H -1.787 -3.291 1.146 0.076
H -2.707 -3.406 -0.363 0.077
H 0.362 -5.424 0.455 0.090
H 1.488 -4.331 -0.361 0.079
H 0.706 -3.828 1.144 0.078
H 2.930 -2.362 -0.494 0.065
H 4.181 -1.527 0.427 0.098
H 2.550 -1.695 1.105 0.085
H 3.358 -0.810 -2.442 0.056
H 3.105 0.936 -2.245 0.066
H 4.535 0.156 -1.552 0.096
H 2.518 0.792 1.467 0.078
H 4.080 1.014 0.674 0.100
H 2.670 1.893 0.077 0.077
H -3.120 0.923 -2.501 0.044
H -1.836 2.063 -2.958 0.078
H -2.897 1.377 -4.192 0.098
H -2.786 -1.553 -2.894 0.080
H -2.819 -1.153 -4.622 0.097
H -1.485 -2.104 -3.971 0.068
H 0.119 1.247 -4.364 0.067
H 0.264 -0.472 -4.772 0.066
H -0.994 0.508 -5.528 0.095
S -5.303 0.549 2.568 -0.190
Sb -3.107 0.487 2.467 0.624
S -2.633 -0.332 0.021 0.113
S -2.563 1.735 0.191 0.123
C 0.440 5.222 2.880 -0.100
N 0.021 3.888 3.273 -0.274
C -1.373 3.891 3.676 -0.102
C 0.252 2.943 2.193 -0.195
C 0.197 1.490 2.618 -0.283
C 0.405 1.178 3.961 -0.053
C 0.408 -0.136 4.403 -0.075
C 0.222 -1.168 3.495 -0.094
C 0.032 -0.867 2.154 -0.189
C 0.005 0.454 1.687 -0.322
H 0.282 5.914 3.708 0.083
H -0.118 5.599 2.007 0.091
H 1.502 5.220 2.632 0.085
H -1.524 4.595 4.494 0.088
H -1.659 2.899 4.031 0.051
H -2.046 4.171 2.847 0.092
H 1.249 3.137 1.784 0.122
H -0.449 3.116 1.364 0.070
H 0.556 1.991 4.660 0.114
H 0.559 -0.350 5.453 0.104
H 0.228 -2.200 3.826 0.104
H -0.102 -1.676 1.443 0.065
Se 1.754 3.774 -3.036 0.637
C 0.823 2.957 -1.806 -0.904
N 0.199 2.404 -0.970 -0.060
```


What is the multiplicity in the sixth record? 1


Which formula does entry 6 have? C22H39GeN2O3S3SbSeTi